# 1
# C6H9NO

One molecule with the formula C6H9NO at a distorted geometry (wB97M-V/def2-TZVPD, OMol25).

Element x y z (Å)
1 C 0.6108 -2.1839 0.0445
2 C 0.0558 -1.0421 0.0427
3 C 0.0832 0.2065 0.6754
4 C 1.2310 1.2522 0.6208
5 C -0.6464 0.0067 -0.6841
6 C -2.0578 -0.2037 -0.6240
7 N -2.9140 0.4863 -1.3721
8 O -4.1734 0.5034 -1.2466
9 H 1.0084 -2.5406 0.9997
10 H 0.6254 -2.9479 -0.6705
11 H -0.3935 0.6125 1.5507
12 H 1.6599 1.2106 1.6465
13 H 0.7058 2.1660 0.5362
14 H 1.9664 1.1936 -0.1909
15 H -0.2147 0.6346 -1.4598
16 H -2.5295 -0.7299 0.2140
17 H -2.6861 0.8429 -2.3305

The calculation puts the HOMO energy (spin up / spin down) at -0.2920 / -0.2920 Ha. The charge is 0. The value obtained for the frontier orbital gap (spin up / spin down) is 8.853 / 8.852 eV.

---

# 2
# C6H9NO

One molecule with the formula C6H9NO at a distorted geometry (wB97M-V/def2-TZVPD, OMol25).

Element x y z (Å)
1 C 1.1889 -0.7445 1.3627
2 C 0.4742 -0.3528 -0.0110
3 C 1.5579 -0.2150 -1.0229
4 N -0.5099 -1.2651 -0.3246
5 C -1.8299 -0.6819 -0.1762
6 C -1.7539 0.6495 0.2670
7 C -0.3114 0.9787 0.0105
8 O 0.4708 1.9513 -0.0511
9 H 2.0184 -1.4205 1.0939
10 H 1.6854 0.2364 1.8504
11 H 0.2767 -1.1098 2.0050
12 H 1.0773 -0.1110 -1.9908
13 H 2.3119 -1.0930 -1.1454
14 H 1.9021 1.0570 -0.8264
15 H -0.3086 -2.1040 -0.9500
16 H -2.6898 -1.3830 -0.5450
17 H -2.4247 1.3694 0.6086

The calculation puts the HOMO energy at -0.3158 Ha. The charge is 0. The value obtained for the frontier orbital gap is 9.132 eV.

---

no.,calculated total energy (hartree)
1,-363.825952
2,-363.909655